Entry from the Open Molecules 2025 dataset: C3H9N3O in the gas phase at a distorted geometry (ωB97M-V with the def2-TZVPD basis set).

Each line ends with the Mulliken charge.
Cartesian coordinates (Å):
C: 0.326 -2.199 -0.133  -0.814
C: 0.943 1.275 -0.482  -1.426
C: 0.351 0.158 0.358  0.231
N: -0.254 -0.903 -0.467  -0.143
H: 1.078 -0.185 1.106  0.343
H: 1.375 -2.234 -0.449  0.346
H: 0.281 -2.437 0.937  0.344
H: -0.202 -2.988 -0.678  0.271
H: 1.200 2.137 0.143  0.384
H: 1.871 0.935 -0.957  0.347
H: 0.280 1.615 -1.284  0.342
N: -1.714 1.514 0.497  -0.561
N: -0.997 0.342 0.953  0.062
O: -1.506 -0.852 0.280  -0.287
H: -1.845 1.458 -0.515  0.276
H: -1.188 2.364 0.689  0.285

- SMILES string = C[C@@H]1N(C)ON1N
- max |F| (eV/Å) = 1.939
- gap between HOMO and LUMO (Ha) = 0.3382
- E_LUMO (eV) = 0.934
- total charge = 0
- E_tot (eV) = -9769.743
- E_HOMO (eV) = -8.2679